# 1
Below is a molecular structure, C26H18N5O2PdSe2, with properties calculated with the ωB97M-V functional and the def2-TZVPD basis.

## Properties
LUMO = -3.9 eV
Energy above the lowest of the compared OMol25 structures with the same formula, charge and spin = 2.9 kcal per mole
Frontier orbital gap = 6.25 eV
E = -172967.3348 eV
M = 696.803 g mol⁻¹
Highest occupied orbital energy = -10.2 eV

Structure (ORCA input):
```
! RIJCOSX wB97M-V def2-TZVPD def2/J DEFGRID3
* xyz 1 1
Pd 0.03906 -0.12414 -0.14363
O -3.26484 -2.28011 5.38254
C -3.80931 -2.28368 4.26676
O -4.92380 -2.58088 3.81101
C -2.81406 -1.76245 3.12155
C -1.46705 -1.58759 3.40195
C -0.63936 -1.09927 2.40982
N -1.14632 -0.79720 1.21253
C -2.42679 -1.00342 0.89583
C -3.29786 -1.48959 1.84977
C -2.72988 -0.67728 -0.51535
C -3.98672 -0.79266 -1.07199
C -4.18119 -0.44231 -2.39711
C -3.10632 0.01730 -3.13766
C -1.87286 0.09975 -2.52529
N -1.67966 -0.24272 -1.25016
C 0.81194 -0.83364 2.50337
C 1.54716 -1.03619 3.65146
C 2.90095 -0.73949 3.65631
C 3.48415 -0.24708 2.50399
C 2.69222 -0.07151 1.38648
N 1.39150 -0.35612 1.37653
H -1.11354 -1.83452 4.39686
H -4.34618 -1.67900 1.64458
H -4.80564 -1.15742 -0.46591
H -5.16218 -0.52702 -2.84778
H -3.21626 0.31190 -4.17266
H -1.00656 0.44832 -3.06697
H 1.06037 -1.42420 4.53674
H 3.49122 -0.88876 4.55169
H 4.53558 0.00252 2.46441
H 3.10952 0.31117 0.46835
Se 1.91131 2.90979 -0.80079
Se -0.39568 3.07174 -1.04745
C -0.99039 3.23936 0.78767
C -1.59809 4.43160 1.15297
C -2.09351 4.53582 2.44565
C -1.95499 3.46054 3.30422
C -1.32798 2.31513 2.83542
N -0.85491 2.19890 1.59423
C 2.13177 1.34324 -1.90792
C 3.05727 1.39526 -2.93829
C 3.21443 0.29825 -3.76718
C 2.43151 -0.82340 -3.55219
C 1.53759 -0.81236 -2.50391
N 1.38737 0.24735 -1.68213
H -1.67815 5.24551 0.44695
H -2.57153 5.44990 2.77530
H -2.32516 3.50109 4.31952
H -1.21268 1.44880 3.47967
H 3.63203 2.29886 -3.08921
H 3.92629 0.32402 -4.58193
H 2.51019 -1.70018 -4.18106
H 0.92213 -1.67193 -2.29291
*
```

# 2
Below is a molecular structure, C26H18N5ORuS3, with properties calculated with the ωB97M-V functional and the def2-TZVPD basis.

## Properties
LUMO (spin up / spin down) = -1.0 / -1.0 eV
Energy above the lowest of the compared OMol25 structures with the same formula, charge and spin = 10.6 kcal per mole
Frontier orbital gap (spin up / spin down) = 6.76 / 6.75 eV
E = -71838.1293 eV
M = 613.735 g mol⁻¹
Highest occupied orbital energy (spin up / spin down) = -7.8 / -7.7 eV

Structure (ORCA input):
```
! RIJCOSX wB97M-V def2-TZVPD def2/J DEFGRID3
* xyz 0 2
Ru -0.11943 0.16476 0.15631
S -0.05592 -0.24659 2.51924
C -0.95615 -1.55764 1.91711
N -1.14093 -1.48281 0.59692
C -1.91396 -2.51102 0.08986
C -2.33916 -2.66596 -1.22526
C -3.10224 -3.77603 -1.54013
C -3.44482 -4.71560 -0.56664
C -3.04514 -4.55330 0.74872
C -2.28247 -3.44027 1.07106
S -1.67107 -2.95757 2.63803
H -2.08959 -1.91036 -1.95857
H -3.44768 -3.91537 -2.55595
H -4.04226 -5.57480 -0.83906
H -3.32679 -5.27361 1.50489
C -1.50036 1.63559 0.30352
C -0.34292 2.54122 0.16924
C 0.45226 2.88593 1.27586
C 1.63631 3.58052 1.11543
C 2.04487 3.95008 -0.16508
C 1.26099 3.64073 -1.27793
C 0.08355 2.94386 -1.10757
C 3.26403 4.68419 -0.36522
N 4.21185 5.30424 -0.55550
H -2.17360 1.63695 -0.55033
H -2.00284 1.66577 1.26662
H 0.13399 2.59144 2.26731
H 2.25950 3.81809 1.96658
H 1.59064 3.94234 -2.26264
H -0.52816 2.68927 -1.96302
N 2.01864 0.30060 0.10338
C 3.14798 0.25206 0.36288
C 4.49717 0.22320 0.64943
C 5.31519 -0.82396 0.17531
N 5.98437 -1.68098 -0.21194
C 4.98232 1.23617 1.51553
N 5.36745 2.05293 2.23252
C -0.06410 -0.30391 -4.47360
S 0.70007 0.22732 -2.94166
O -0.45165 0.04147 -1.95502
C 1.85516 -1.09640 -2.70162
C 1.44841 -2.30216 -2.15109
C 2.40378 -3.28213 -1.92294
C 3.73237 -3.05236 -2.25954
C 4.11922 -1.84610 -2.82564
C 3.17985 -0.84819 -3.03310
H -0.44644 -1.31436 -4.34121
H 0.69246 -0.27862 -5.25646
H -0.86700 0.39523 -4.69784
H 0.41389 -2.45712 -1.87032
H 2.11304 -4.21949 -1.46744
H 4.48316 -3.80226 -2.04738
H 5.16169 -1.66409 -3.04189
H 3.47842 0.11965 -3.41762
*
```

# 3
Below is a molecular structure, C26H19AuBrF4N4PS in a non-equilibrium geometry, with properties calculated with the ωB97M-V functional and the def2-TZVPD basis.

## Properties
LUMO (spin up / spin down) = -9.0 / -9.0 eV
Frontier orbital gap (spin up / spin down) = 5.32 / 5.32 eV
E = -137943.4629 eV
M = 803.370 g mol⁻¹
Highest occupied orbital energy (spin up / spin down) = -14.3 / -14.3 eV

Structure (ORCA input):
```
! RIJCOSX wB97M-V def2-TZVPD def2/J DEFGRID3
* xyz 2 1
Au -1.32573 -0.11848 -0.13905
C -5.21273 2.21802 -0.26595
C -3.79373 1.77152 -0.28045
N -3.50393 0.50982 -0.25745
N -4.38993 -0.42988 -0.19135
C -4.14083 -1.68068 -0.48225
N -5.14053 -2.54118 -0.55255
S -2.52713 -2.29418 -0.72645
C -2.67423 2.69752 -0.36465
C -2.83733 4.06472 -0.59645
C -1.72403 4.88842 -0.65015
C -0.46363 4.33022 -0.49805
C -0.37763 2.96002 -0.29495
N -1.44053 2.18062 -0.22585
H -5.73993 1.70542 0.54085
H -5.70493 1.92742 -1.19445
H -5.31303 3.28842 -0.12555
H -6.09193 -2.22678 -0.42925
H -4.97113 -3.52018 -0.72875
H -3.81883 4.47932 -0.75345
H -1.84433 5.94942 -0.80705
H 0.42917 4.93272 -0.53285
H 0.58097 2.46942 -0.18345
F 1.41487 -6.66868 -0.23335
C 1.37627 -5.36288 -0.08415
C 2.22257 -4.54388 -0.83555
F 3.07967 -5.07738 -1.68825
C 2.16547 -3.15998 -0.67965
F 3.04977 -2.42858 -1.35075
C 1.25287 -2.55918 0.19465
P 0.96107 -0.76528 0.31305
C 1.75387 -0.21848 1.84015
C 1.33027 0.94542 2.47905
C 2.02367 1.39952 3.58605
C 3.11917 0.69332 4.06345
C 3.54397 -0.45928 3.41825
C 2.86107 -0.92638 2.31075
C 1.83527 -0.03398 -1.07515
C 1.45947 -0.46848 -2.34975
C 2.13637 0.00402 -3.45265
C 3.14237 0.95002 -3.29015
C 3.47837 1.41132 -2.02445
C 2.82757 0.92722 -0.90505
C 0.44737 -3.40348 0.97175
Br -0.70693 -2.65008 2.25145
C 0.50357 -4.78438 0.84055
F -0.27173 -5.55338 1.58565
H 0.46297 1.47942 2.11315
H 1.70947 2.30322 4.08225
H 3.63487 1.04222 4.94545
H 4.41917 -0.98428 3.77105
H 3.19177 -1.81798 1.79835
H 0.66507 -1.19848 -2.45135
H 1.89047 -0.37128 -4.43255
H 3.67367 1.32642 -4.15045
H 4.25857 2.14572 -1.90925
H 3.11347 1.24642 0.08715
*
```

# 4
Below is a molecular structure, C26H19BiClN8O10S in a non-equilibrium geometry, with properties calculated with the ωB97M-V functional and the def2-TZVPD basis.

## Properties
LUMO = 0.9 eV
Frontier orbital gap = 6.14 eV
E = -88849.1895 eV
M = 879.984 g mol⁻¹
Highest occupied orbital energy = -5.3 eV

Structure (ORCA input):
```
! RIJCOSX wB97M-V def2-TZVPD def2/J DEFGRID3
* xyz -1 1
Bi -0.33289 0.03326 0.65637
N -4.61949 0.31839 1.87142
C -3.28833 0.39482 1.96797
S -2.42626 -1.10679 1.66261
N -2.77380 1.55091 2.33824
N -1.43451 1.58063 2.28062
C -0.79776 2.52611 2.85591
C 0.66545 2.57863 2.78989
C 1.36021 3.59367 3.44405
C 2.74205 3.61203 3.37396
C 3.39531 2.62500 2.65195
C 2.62783 1.65726 2.02450
N 1.30452 1.62914 2.09384
H -4.98073 -0.47490 1.36873
H -5.06986 1.20024 1.65259
H -1.33785 3.28730 3.41428
H 0.81606 4.34865 3.99562
H 3.30413 4.38812 3.87702
H 4.47280 2.59810 2.57449
H 3.09124 0.86265 1.44948
O -2.11989 2.05531 -3.22946
C -1.82343 2.37794 -2.09249
N -2.66985 2.45903 -1.03173
C -3.68102 1.59123 -0.92844
O -4.72698 1.80117 -0.30909
C -3.48053 0.15471 -1.46456
C -4.57678 -0.60892 -1.84200
C -4.36880 -1.93950 -2.18135
C -3.08358 -2.46119 -2.21332
C -2.06229 -1.58555 -1.90051
N -2.25427 -0.36858 -1.46018
C -0.43405 2.91321 -1.79158
C -0.18977 3.60330 -0.60328
C 1.06842 4.14119 -0.38719
C 2.05091 3.93849 -1.34135
C 1.71710 3.21298 -2.47854
N 0.50695 2.72455 -2.71624
H -5.55427 -0.14774 -1.82981
H -5.19955 -2.58327 -2.44357
H -2.87992 -3.47805 -2.50869
H -0.50874 -2.72273 -0.92857
H -1.00623 3.73092 0.09450
H 1.27415 4.71870 0.50694
H 3.04948 4.33816 -1.22049
H 2.46333 3.02851 -3.24537
O 1.71573 -2.76356 3.34691
C 1.23661 -2.34380 2.31362
O 0.70627 -1.16719 2.16878
C 1.28219 -3.35004 1.15105
C 1.43075 -2.21696 -1.53407
C 2.25077 -3.18037 -2.28256
C 2.93199 -4.14991 -1.67171
C 3.17802 -4.34945 -0.23863
C 2.60528 -3.98578 0.90700
N 4.49719 -5.08478 -0.01589
O 4.82626 -5.36255 1.11636
O 5.16295 -5.35003 -0.99618
H -0.24671 -1.02794 -1.02655
H 2.17958 -3.14916 -3.35903
H 3.47313 -4.84479 -2.29654
H 3.15965 -4.18987 1.81383
O -0.42273 -3.31467 -2.91985
Cl -0.28348 -1.99385 -2.16547
O 0.25692 -3.74860 0.64888
O 0.02837 -0.91624 -3.19406
O 1.80277 -1.60754 -0.56301
*
```

# 5
Below is a molecular structure, C26H19F4IrN10S2 in a non-equilibrium geometry, with properties calculated with the ωB97M-V functional and the def2-TZVPD basis.

## Properties
LUMO (spin up / spin down) = -7.9 / -7.9 eV
Energy above the lowest of the compared OMol25 structures with the same formula, charge and spin = 12.5 kcal per mole
Frontier orbital gap (spin up / spin down) = 5.33 / 5.32 eV
E = -77535.4915 eV
M = 803.851 g mol⁻¹
Highest occupied orbital energy (spin up / spin down) = -13.2 / -13.2 eV

Structure (ORCA input):
```
! RIJCOSX wB97M-V def2-TZVPD def2/J DEFGRID3
* xyz 2 1
Ir 0.37590 0.07516 0.15370
N 2.07316 1.37352 0.96425
C 2.08869 1.24997 2.40416
C 3.24190 0.82851 3.04344
C 3.26125 0.69724 4.42222
C 2.11386 0.97581 5.15114
C 0.96644 1.39891 4.49902
C 0.93203 1.53953 3.11388
C -0.30608 1.96945 2.42141
C -1.08619 2.96800 3.01849
C -2.26057 3.41660 2.44350
C -2.70290 2.84302 1.26146
C -1.94023 1.85488 0.65437
C -0.73283 1.41735 1.20646
H 3.00272 1.22159 0.59039
H 1.73092 2.28735 0.67365
H 4.13834 0.62885 2.46504
H 4.16885 0.40172 4.92975
H 2.11252 0.85133 6.22522
H 0.06824 1.59904 5.06823
H -0.73994 3.41383 3.94198
H -2.82624 4.20852 2.91497
H -3.63376 3.15980 0.80877
H -2.30250 1.40843 -0.26722
N 1.80042 -1.22044 -1.23161
N 1.15832 -1.74728 -2.35586
C -0.16296 -1.96819 -2.34576
N -0.69212 -2.57541 -3.40032
S -1.16024 -1.52918 -1.04341
H 2.50659 -0.56210 -1.54510
H 2.26336 -1.95847 -0.70211
H 1.72566 -2.07403 -3.12592
H -0.13654 -2.89880 -4.17678
H -1.68620 -2.73363 -3.43529
F -2.26248 1.74170 -3.16815
C -2.29116 2.92905 -3.77876
C -3.28802 3.20225 -4.63680
F -4.20738 2.28573 -4.84923
C -3.36013 4.46708 -5.34564
C -2.31354 5.41898 -5.01830
C -1.32978 5.13736 -4.14108
F -0.40094 6.04426 -3.89593
C -1.24720 3.86774 -3.47192
C -0.24558 3.56968 -2.57784
C -0.06335 2.30348 -1.96731
N 0.24476 1.35520 -1.39480
C 0.72176 4.50605 -2.08342
N 1.50978 5.16431 -1.56757
F -2.32833 6.60043 -5.58800
C -4.32840 4.73266 -6.26969
C -5.41700 3.84272 -6.54178
N -6.30157 3.15911 -6.80413
C -4.32637 5.90036 -7.09746
N -4.33858 6.79358 -7.81920
N -1.03187 -3.12779 3.11639
C -0.97878 -2.00696 2.40694
N -2.10196 -1.37538 2.09339
S 0.57113 -1.39154 2.00107
H -1.90532 -3.52676 3.42081
H -0.18136 -3.59432 3.38400
H -3.00815 -1.74692 2.33102
H -2.05406 -0.49340 1.60602
*
```

# 6
Below is a molecular structure, C26H19GeMnNO5 in a non-equilibrium geometry, with properties calculated with the ωB97M-V functional and the def2-TZVPD basis.

## Properties
LUMO (spin up / spin down) = 2.2 / 2.2 eV
Frontier orbital gap (spin up / spin down) = 6.27 / 6.40 eV
E = -126833.5685 eV
M = 552.988 g mol⁻¹
Highest occupied orbital energy (spin up / spin down) = -4.1 / -4.2 eV

Structure (ORCA input):
```
! RIJCOSX wB97M-V def2-TZVPD def2/J DEFGRID3
* xyz -1 5
Mn 14.76177 4.89568 11.41274
O 15.68882 9.99618 14.53702
C 15.33331 8.98885 13.65740
C 15.79403 8.87391 12.36546
C 15.58252 7.64890 11.69719
N 14.88040 6.65896 12.31948
C 14.40149 6.76647 13.58077
C 14.55600 7.98500 14.24713
C 13.72066 5.58417 13.98761
O 13.41000 5.35981 15.15537
O 13.46371 4.73358 12.96258
C 16.05475 7.28232 10.31382
O 16.69331 8.08867 9.65343
O 15.70224 6.07911 10.04195
H 16.25175 10.65421 13.97594
H 16.33198 9.67688 11.79100
H 14.27978 8.26204 15.27644
C 14.67566 3.05684 10.56082
Ge 14.19616 1.44308 11.32423
C 12.65340 0.83208 10.27032
C 11.43607 1.45626 10.41221
C 10.40331 1.31311 9.45942
C 10.57223 0.44554 8.41542
C 11.74443 -0.39540 8.34673
C 12.77945 -0.11875 9.24115
C 15.88082 0.40130 11.60638
C 16.34157 -0.32245 12.77543
C 17.59980 -0.80833 12.89276
C 18.56234 -0.46629 11.90067
C 18.13276 0.09352 10.70800
C 16.83213 0.55262 10.62120
C 13.33516 1.23730 13.11166
C 13.74977 2.09994 14.12964
C 13.01409 2.11988 15.34841
C 12.06574 1.13895 15.66078
C 11.72036 0.23523 14.65797
C 12.30270 0.31363 13.36858
H 15.23451 2.76394 9.61439
H 11.34320 2.15189 11.27216
H 9.49578 1.93418 9.58242
H 9.88973 0.38586 7.55554
H 11.83072 -1.19150 7.60708
H 13.70275 -0.74139 9.18699
H 15.70236 -0.38395 13.65686
H 17.93259 -1.35976 13.75973
H 19.63922 -0.64527 12.03244
H 18.72022 0.22848 9.81813
H 16.47322 1.11686 9.71209
H 14.60813 2.78097 14.02796
H 13.27422 3.00683 15.99856
H 11.63090 1.12258 16.64872
H 11.05515 -0.60523 14.87565
H 12.12002 -0.45540 12.65521
*
```